A.
Here is a 2-piece molecular cluster, C5H12N overall from OMol25. Energies are from ωB97M-V/def2-TZVPD.

Summary:
* spin multiplicity: 1
* charge: +1
* LUMO (alpha / beta): -6.6409 / -6.3221 eV
* gap between HOMO and LUMO (alpha / beta): 6.88 / 7.54 eV

Geometry (Å):
C  2.216  -0.681  -0.513
C  1.876  -0.955  0.682
C  -1.265  -1.516  -0.187
C  -0.027  2.058  0.141
C  -1.332  -0.025  -0.308
N  -0.320  0.701  0.445
H  2.988  -1.302  -0.936
H  1.817  0.074  -1.178
H  1.936  -1.223  1.671
H  -1.313  -1.779  0.887
H  -2.001  -2.057  -0.715
H  -0.386  -2.004  -0.562
H  -1.028  2.411  -0.099
H  0.436  2.606  1.098
H  0.642  2.230  -0.680
H  -2.251  0.411  0.108
H  -1.409  0.374  -1.252
H  -0.579  0.678  1.399


B.
Here is an isolated ion of composition C5H12N and charge +1 from OMol25. Energies are from ωB97M-V/def2-TZVPD.

Summary:
* spin multiplicity: 1
* charge: +1
* LUMO: -3.6788 eV
* SMILES string: C=C([NH3+])CCC
* gap between HOMO and LUMO: 11.19 eV

Geometry (Å):
C  1.055  0.246  1.541
C  1.136  -0.882  0.567
C  0.703  -0.517  -0.882
C  -0.618  0.166  -0.890
C  -0.722  1.448  -1.211
N  -1.844  -0.443  -0.260
H  1.795  0.285  2.359
H  1.227  1.198  1.019
H  0.157  0.297  2.160
H  2.141  -1.327  0.413
H  0.664  -1.798  0.956
H  0.728  -1.382  -1.540
H  1.454  0.225  -1.165
H  -1.631  2.049  -1.132
H  0.093  2.043  -1.594
H  -2.539  0.299  -0.345
H  -2.132  -1.304  -0.728
H  -1.664  -0.605  0.734


Decreasing stability: B, A